(1)
Entry from the OMol25 dataset: a 2-piece molecular cluster, C4H6N2OS overall at a distorted geometry (the ωB97M-V functional and the def2-TZVPD basis).

Values from the calculation:
Structure (SMILES): CN1SC1=O.CC#N
HOMO: -8.947 eV
Energy relative to the best compared isomer or geometry (same formula, charge and spin): 3.765 eV
Strongest force on any atom: 3.534 eV/Å
Kohn-Sham gap: 9.4 eV
Total energy: -20105.57641 eV

Structure (ORCA input):
```
! wB97M-V def2-TZVPD RIJCOSX def2/J DEFGRID3
* xyz 0 1
C -1.6728 0.1933 1.2928
C 1.0968 0.2935 -2.2713
C -3.0516 -0.1058 1.2527
C 3.1113 -0.4621 -0.9925
N -0.5449 0.2489 1.2359
N 2.3882 -0.0162 -2.2219
O 0.2447 1.0580 -2.1511
S 1.3785 -1.2044 -3.1434
H -3.5245 0.8835 1.4496
H -3.3671 -0.7622 2.1462
H -3.3531 -0.6197 0.2933
H 2.4895 -0.9854 -0.2759
H 3.7853 -1.2504 -1.3776
H 3.7037 0.2747 -0.5758
*
```

Charges computed using Löwdin, reported in e: -0.33 -0.88 -0.09 -0.08 0.15 -0.28 0.12 0.87 0.09 0.11 0.11 0.08 0.09 0.05

(2)
Entry from the OMol25 dataset: one molecule with the formula C4H6N2OS2 at a distorted geometry (the ωB97M-V functional and the def2-TZVPD basis).

Values from the calculation:
Structure (SMILES): NNC(=O)C1SC=CS1
HOMO: -7.540 eV
Energy relative to the best compared isomer or geometry (same formula, charge and spin): 2.049 eV
Strongest force on any atom: 3.605 eV/Å
Kohn-Sham gap: 8.1 eV
Total energy: -30940.87420 eV

Structure (ORCA input):
```
! wB97M-V def2-TZVPD RIJCOSX def2/J DEFGRID3
* xyz 0 1
C -2.2948 -1.8066 -0.6699
C -2.6719 -0.5281 -0.8304
C 1.2164 -0.4304 0.0550
C -0.0072 -0.7691 -1.3203
N 3.4472 0.6544 0.0329
N 2.1389 0.3401 -0.4827
O 1.0802 -0.8961 1.1729
S -0.7498 -2.3933 -0.9310
S -1.3271 0.5255 -1.3898
H -3.0228 -2.4097 -0.2754
H -3.6352 -0.0760 -0.8868
H 0.5912 -0.7805 -2.2024
H 3.4370 0.2396 0.9892
H 3.4652 1.6677 0.1113
H 1.8714 0.5043 -1.4439
*
```

Charges computed using Löwdin, reported in e: -0.59 -0.45 -0.48 -0.69 0.06 -0.05 0.03 0.92 0.82 0.04 0.05 0.02 0.10 0.08 0.12

(3)
Entry from the OMol25 dataset: one molecule with the formula C4H6N2S2 at a distorted geometry (the ωB97M-V functional and the def2-TZVPD basis).

Values from the calculation:
Structure (SMILES): [H]/N=C1/[C@@H](S)C=CN1S
HOMO: -8.520 eV
Energy relative to the best compared isomer or geometry (same formula, charge and spin): 3.834 eV
Strongest force on any atom: 5.140 eV/Å
Kohn-Sham gap: 9.0 eV
Total energy: -28892.37680 eV

Structure (ORCA input):
```
! wB97M-V def2-TZVPD RIJCOSX def2/J DEFGRID3
* xyz 0 1
C 1.1663 -0.1407 0.6580
C 0.7991 1.3313 0.2533
C -0.5184 1.4012 -0.0333
C -0.1801 -0.9450 0.4307
H 2.8976 0.5516 -1.2284
H 1.3358 -0.1804 1.8491
H 1.6431 2.0921 0.2121
H -1.3119 2.0410 -0.1309
H -2.6591 -0.3541 -1.4763
H -1.3445 -2.5220 -0.0398
N -1.0602 0.0560 -0.1228
N -0.3485 -2.2373 0.2784
S 2.2890 -0.7328 -0.4631
S -2.7084 -0.3608 -0.1872
*
```

Charges computed using Löwdin, reported in e: -0.72 -0.15 -0.10 -0.47 0.02 0.16 0.12 0.07 -0.15 0.04 -0.48 0.08 0.74 0.84

(4)
Entry from the OMol25 dataset: an isolated ion of composition C4H6N3 and charge +1 at a distorted geometry (the ωB97M-V functional and the def2-TZVPD basis).

Values from the calculation:
Structure (SMILES): C=[N+]1N=NC=C1C
HOMO (spin up / spin down): -15.480 / -15.042 eV
Energy relative to the best compared isomer or geometry (same formula, charge and spin): 6.387 eV
Strongest force on any atom: 8.545 eV/Å
Kohn-Sham gap (spin up / spin down): 8.3 / 6.3 eV
Total energy: -8702.11744 eV

Structure (ORCA input):
```
! wB97M-V def2-TZVPD RIJCOSX def2/J DEFGRID3
* xyz 1 1
C -1.2595 1.1286 -0.4626
C -0.3869 0.3207 0.1558
C 1.3938 -1.4306 -0.8241
C -0.2159 0.0523 1.5808
N -0.8456 1.1603 -1.8139
N 0.2058 0.6020 -2.0044
N 0.5543 0.0480 -0.7790
H -2.2799 1.5541 -0.2432
H 1.9814 -1.4475 -1.7990
H 1.1921 -1.9648 0.1500
H 0.8655 0.4100 1.8836
H -0.2507 -1.0050 1.8943
H -0.9543 0.5719 2.2620
*
```

Charges computed using Löwdin, reported in e: 0.05 -0.34 0.43 -0.03 0.08 0.06 0.00 0.17 0.12 0.11 0.14 0.09 0.12

(5)
Entry from the OMol25 dataset: an isolated ion of composition C4H6N3 and charge +1 at a distorted geometry (the ωB97M-V functional and the def2-TZVPD basis).

Values from the calculation:
HOMO (spin up / spin down): -12.173 / -15.978 eV
Energy relative to the best compared isomer or geometry (same formula, charge and spin): 3.065 eV
Strongest force on any atom: 8.865 eV/Å
Kohn-Sham gap (spin up / spin down): 8.8 / 7.7 eV
Total energy: -8700.59848 eV

Structure (ORCA input):
```
! wB97M-V def2-TZVPD RIJCOSX def2/J DEFGRID3
* xyz 1 3
C 1.5991 0.7707 1.3495
C 0.3011 0.1959 0.7843
C -1.3539 -0.5510 -1.1149
C -0.3881 0.4465 -1.6686
N 1.4372 0.1331 2.4529
N -0.3443 0.0672 -0.3072
N 0.1442 -0.4480 2.0045
H 2.3282 1.2732 0.8028
H -2.4130 -0.4518 -1.0038
H -1.1234 -1.6319 -1.1031
H 0.2802 0.1096 -2.3500
H -0.5294 1.5327 -1.8014
H 0.0620 -1.4463 1.9551
*
```

Charges computed using Löwdin, reported in e: 0.04 -0.19 0.01 -0.01 0.13 -0.01 0.24 0.11 0.12 0.14 0.09 0.15 0.17

(6)
Entry from the OMol25 dataset: an isolated ion of composition C4H6N3O and charge +1 at a distorted geometry (the ωB97M-V functional and the def2-TZVPD basis).

Values from the calculation:
Structure (SMILES): C#[N+]/N=C\N(C)C=O
HOMO: -15.049 eV
Energy relative to the best compared isomer or geometry (same formula, charge and spin): 3.155 eV
Strongest force on any atom: 4.018 eV/Å
Kohn-Sham gap: 9.8 eV
Total energy: -10752.10664 eV

Structure (ORCA input):
```
! wB97M-V def2-TZVPD RIJCOSX def2/J DEFGRID3
* xyz 1 1
C 1.4442 -0.0348 0.6543
C 2.5291 -0.8604 -2.1601
C -0.1805 -1.0378 -0.9087
C -1.0247 0.4811 0.8184
N 2.6096 -0.1107 0.1037
N 2.7467 -0.5347 -1.0888
N 0.1437 -0.2406 0.1837
O 0.4275 -1.7591 -1.6258
H 1.4306 0.5888 1.5968
H 2.4458 -1.1530 -3.1634
H -1.3010 -1.1042 -0.8802
H -0.8168 1.4836 0.7012
H -1.1752 0.1710 1.9458
H -2.0000 0.2992 0.2558
*
```

Charges computed using Löwdin, reported in e: -0.03 0.30 -0.27 0.00 0.11 0.07 -0.05 0.08 0.17 0.13 0.15 0.06 0.15 0.12